Record 1
DFT (ωB97M-V/def2-TZVPD) results for a cluster of 12 separate species, C5H34N2O12 in total.

Atoms and positions in Å:
C -0.125 2.895 0.586
N 0.221 2.586 -0.814
C 1.691 2.433 -0.956
C 2.200 1.334 -1.896
C 1.850 1.566 -3.326
O 2.247 0.827 -4.203
C -0.962 1.746 1.169
N -2.405 1.958 0.985
H -0.575 3.885 0.687
H 0.820 3.066 1.121
H -0.204 1.693 -1.052
H 1.994 1.933 -0.005
H 2.079 3.462 -0.960
H 3.243 1.179 -1.597
H 1.760 0.410 -1.492
H 1.126 2.343 -3.640
H -0.848 1.783 2.265
H -0.776 0.727 0.853
H -2.726 2.766 1.516
H -2.694 2.297 0.068
H 2.847 0.260 0.959
H 2.964 -1.007 0.024
O 3.184 -0.622 0.883
H 2.519 -2.390 -1.556
H 3.832 -1.981 -1.949
O 3.102 -1.629 -1.431
H 0.371 -2.206 -0.568
H 0.174 -0.894 0.291
O 0.120 -1.290 -0.567
H 1.271 -0.032 4.167
H -0.158 -0.091 4.631
O 0.767 -0.087 4.997
H -0.624 0.377 -4.114
H -1.812 -0.435 -4.242
O -1.409 0.162 -3.589
H -3.371 -3.034 2.243
H -3.915 -1.579 2.648
O -3.219 -2.249 2.802
H 1.402 -3.273 1.352
H 0.994 -4.397 0.437
O 1.584 -3.633 0.480
H 1.401 -1.516 1.928
H -0.094 -1.366 2.376
O 0.492 -1.585 1.610
H -2.184 -0.962 3.314
H -1.772 0.293 2.692
O -1.419 -0.325 3.327
H -4.298 -3.415 -0.494
H -3.001 -2.718 -0.266
O -3.647 -3.243 0.190
H -2.529 1.623 -2.919
H -2.209 2.688 -1.855
O -2.911 2.109 -2.178

Energy relative to the best compared isomer or geometry (same formula, charge and spin) ... 112.6 kcal per mole
SMILES string ... NCCNCCC=O.O.O.O.O.O.O.O.O.O.O.O
HOMO energy ... -9.051 eV
Gap between HOMO and LUMO ... 9.142 eV

What are the natural (NBO) partial charges on each atom? They are as follows, in elementary charge units: -0.244, -0.657, -0.204, -0.568, 0.425, -0.532, -0.246, -0.856, 0.195, 0.186, 0.362, 0.144, 0.200, 0.257, 0.288, 0.125, 0.192, 0.200, 0.347, 0.375, 0.457, 0.498, -0.988, 0.491, 0.486, -0.933, 0.480, 0.486, -1.007, 0.451, 0.495, -0.959, 0.477, 0.472, -0.937, 0.522, 0.486, -0.985, 0.490, 0.471, -0.962, 0.497, 0.515, -0.988, 0.512, 0.488, -0.998, 0.478, 0.487, -0.960, 0.497, 0.466, -0.972


Record 2
DFT (ωB97M-V/def2-TZVPD) results for a cluster of 13 separate species, C5H34NO14 in total.

Atoms and positions in Å:
C -0.264 -0.769 -0.470
N -0.785 0.143 0.540
C -2.204 0.276 0.628
O -2.916 -0.204 -0.263
O -2.604 0.839 1.694
C 1.033 -1.459 -0.060
C 2.269 -0.577 0.111
C 3.073 -0.522 -1.186
H -0.023 -0.197 -1.369
H -1.005 -1.483 -0.744
H -0.269 0.291 1.387
H 1.277 -2.281 -0.737
H 0.844 -1.996 0.879
H 2.112 0.459 0.417
H 2.857 -1.045 0.883
H 3.883 0.214 -1.211
H 2.501 -0.221 -2.069
H 3.466 -1.513 -1.401
H 2.762 0.221 -4.498
H 1.994 -0.823 -5.297
O 2.880 -0.503 -5.136
H -2.025 -3.061 -2.167
H -2.056 -1.737 -2.969
O -1.758 -2.655 -2.999
H -1.163 -2.958 -0.277
H -1.966 -4.190 0.144
O -1.295 -3.906 -0.499
H -0.214 2.277 2.676
H -1.556 2.522 1.904
O -0.678 2.899 2.108
H -1.583 1.788 -1.826
H -2.575 0.599 -1.901
O -2.062 1.221 -2.466
H -1.293 -4.006 2.264
H -0.355 -3.037 2.882
O -1.201 -3.066 2.420
H -1.875 -0.838 3.844
H -2.206 0.620 3.420
O -1.645 0.065 4.008
H 0.138 4.039 -2.310
H 1.359 3.756 -1.426
O 1.077 4.178 -2.266
H 0.004 0.513 4.294
H 1.441 1.193 4.267
O 0.875 0.557 3.821
H 1.895 -1.178 3.694
H 3.186 -1.307 4.509
O 2.517 -1.829 4.053
H 1.522 2.714 -3.254
H 0.820 1.411 -3.700
O 1.589 1.972 -3.884
H 0.633 3.289 0.818
H 0.853 2.041 -0.009
O 1.244 2.931 0.126

Energy relative to the best compared isomer or geometry (same formula, charge and spin) ... 19.8 kcal per mole
Net charge ... -1
HOMO energy ... -6.241 eV
Gap between HOMO and LUMO ... 8.460 eV

What are the natural (NBO) partial charges on each atom? They are as follows, in elementary charge units: -0.206, -0.727, 0.896, -0.786, -0.863, -0.414, -0.413, -0.607, 0.180, 0.185, 0.397, 0.217, 0.194, 0.200, 0.204, 0.206, 0.207, 0.198, 0.493, 0.464, -0.960, 0.485, 0.475, -0.967, 0.487, 0.464, -0.949, 0.484, 0.519, -1.005, 0.460, 0.509, -0.991, 0.463, 0.476, -0.936, 0.487, 0.530, -1.010, 0.468, 0.509, -0.977, 0.521, 0.468, -1.006, 0.499, 0.461, -0.969, 0.498, 0.471, -0.994, 0.516, 0.487, -0.996


Record 3
DFT (ωB97M-V/def2-TZVPD) results for a cluster of 12 separate species, C5H34O11S2 in total.

Atoms and positions in Å:
C -0.047 1.153 -2.303
C -0.899 2.013 -3.244
C 1.014 1.937 -1.584
S 2.379 0.916 -0.830
S 3.383 2.136 0.410
C 2.291 1.804 1.842
C 2.067 0.276 2.355
H -0.701 0.794 -1.431
H 0.350 0.277 -2.820
H -0.452 2.939 -3.583
H -1.408 1.646 -4.112
H -1.721 2.483 -2.615
H 0.705 2.434 -0.615
H 1.493 2.567 -2.373
H 1.353 2.321 1.563
H 2.541 2.269 2.765
H 1.752 0.331 3.403
H 1.417 -0.255 1.668
H 3.082 -0.134 2.302
H -2.930 -0.246 0.191
H -3.163 1.208 0.419
O -3.337 0.353 0.861
H -2.697 -3.857 0.849
H -2.512 -3.641 2.301
O -3.094 -4.121 1.691
H -1.502 -2.075 2.460
H -0.249 -2.923 2.860
O -0.865 -2.785 2.140
H -2.595 -0.401 2.378
H -3.384 -1.590 2.457
O -2.724 -1.130 3.009
H -3.027 -1.650 -1.382
H -1.687 -1.333 -1.794
O -2.516 -0.848 -1.580
H -1.741 3.171 0.712
H -2.425 3.408 -0.602
O -2.550 2.949 0.231
H -0.668 -0.589 -0.219
H -0.504 -2.117 0.369
O -0.466 -1.514 -0.379
H 3.171 -1.970 -0.055
H 2.341 -2.800 1.034
O 2.798 -2.810 0.186
H -1.156 -1.791 -4.293
H -0.150 -2.465 -3.344
O -0.844 -1.788 -3.369
H -0.608 4.458 2.307
H -0.142 3.226 3.238
O -0.823 3.596 2.678
H 2.125 -2.940 -2.691
H 1.049 -2.855 -1.584
O 1.275 -3.286 -2.419

2S+1 ... 2
Net charge ... +1
HOMO energy (alpha / beta) ... -13.006 / -13.006 eV
Gap between HOMO and LUMO (alpha / beta) ... 8.840 / 4.414 eV

What are the natural (NBO) partial charges on each atom? They are as follows, in elementary charge units: -0.454, -0.617, -0.534, 0.658, 0.198, -0.550, -0.616, 0.216, 0.267, 0.213, 0.259, 0.210, 0.248, 0.286, 0.222, 0.269, 0.248, 0.218, 0.227, 0.484, 0.504, -1.001, 0.454, 0.474, -0.938, 0.498, 0.485, -1.022, 0.503, 0.490, -0.946, 0.474, 0.518, -0.992, 0.482, 0.472, -0.939, 0.477, 0.523, -1.002, 0.462, 0.483, -0.940, 0.486, 0.507, -0.991, 0.487, 0.482, -0.959, 0.473, 0.496, -0.951


Record 4
DFT (ωB97M-V/def2-TZVPD) results for a cluster of 14 separate species, C5H35NO15 in total.

Atoms and positions in Å:
C 0.963 -0.235 2.918
C -0.348 0.415 2.656
N -1.143 -0.049 1.638
C -1.665 -1.511 -0.222
C -0.598 -0.616 0.402
C -0.178 0.472 -0.595
O -0.113 1.650 -0.268
O -0.793 1.301 3.402
H 0.871 -1.283 3.238
H 1.496 0.295 3.707
H 1.620 -0.239 2.046
H -2.036 0.405 1.490
H -1.925 -2.331 0.424
H -2.569 -0.952 -0.475
H -1.306 -1.965 -1.140
H 0.311 -1.198 0.622
H -0.015 0.183 -1.621
H -1.712 -0.481 -2.955
H -0.531 -0.635 -4.013
O -1.264 -1.111 -3.569
H 2.164 1.305 -1.355
H 2.690 0.833 0.027
O 2.292 0.505 -0.799
H 1.887 0.112 -3.288
H 1.429 -1.339 -3.379
O 1.372 -0.491 -3.835
H 2.688 -1.210 -0.950
H 2.087 -2.385 -1.723
O 2.702 -2.190 -0.993
H 0.149 -3.559 1.944
H -0.874 -2.615 2.580
O -0.286 -3.339 2.801
H 1.941 3.614 -1.483
H 0.801 2.560 -1.481
O 1.622 2.842 -1.962
H 2.418 2.234 1.697
H 3.964 2.275 1.488
O 3.217 1.674 1.497
H 0.528 2.955 2.631
H 0.496 2.648 1.094
O 0.971 3.140 1.785
H -2.097 2.334 2.995
H -2.344 3.686 2.283
O -2.802 2.887 2.561
H 0.610 -3.604 -3.189
H -0.254 -2.311 -2.960
O 0.538 -2.845 -2.605
H -2.584 1.640 -2.661
H -2.754 1.082 -1.256
O -2.219 0.964 -2.072
H -4.862 1.432 0.794
H -3.563 2.119 1.367
O -3.911 1.466 0.683
H 1.671 -3.164 0.188
H 0.381 -3.675 -0.469
O 0.868 -3.699 0.358

Energy relative to the best compared isomer or geometry (same formula, charge and spin) ... 4.3 kcal per mole
HOMO energy ... -10.395 eV
Gap between HOMO and LUMO ... 10.449 eV

What are the natural (NBO) partial charges on each atom? They are as follows, in elementary charge units: -0.757, 0.722, -0.627, -0.620, -0.192, 0.530, -0.669, -0.693, 0.287, 0.250, 0.244, 0.423, 0.235, 0.215, 0.226, 0.269, 0.165, 0.511, 0.511, -1.002, 0.502, 0.516, -1.031, 0.485, 0.488, -0.972, 0.503, 0.482, -1.000, 0.502, 0.451, -0.973, 0.484, 0.499, -0.975, 0.506, 0.482, -0.997, 0.499, 0.505, -0.982, 0.514, 0.480, -0.979, 0.491, 0.521, -1.028, 0.496, 0.517, -0.978, 0.479, 0.510, -1.032, 0.513, 0.487, -0.991


Record 5
DFT (ωB97M-V/def2-TZVPD) results for a cluster of 12 separate species, C5H36N2O11S in total.

Atoms and positions in Å:
C -0.453 1.249 0.791
N -1.058 0.075 1.459
C -0.788 -1.164 0.756
N 0.644 -1.583 0.933
C -1.180 2.595 1.277
C -0.101 3.618 1.762
C 0.848 4.243 0.770
S -0.162 5.342 -0.268
H 0.595 1.338 1.118
H -0.455 1.196 -0.295
H -0.679 0.058 2.327
H -1.047 -1.218 -0.281
H -1.384 -2.047 1.165
H 0.916 -2.493 0.451
H 0.874 -1.941 1.814
H -1.814 2.440 2.101
H -1.890 2.765 0.509
H -0.474 4.442 2.406
H 0.544 3.088 2.447
H 1.442 3.571 0.250
H 1.649 4.974 1.338
H -0.509 4.447 -1.127
H 1.486 -1.816 3.749
H 3.087 -1.363 3.539
O 2.301 -1.379 4.175
H 0.213 0.960 4.212
H -0.617 -0.212 4.533
O -0.728 0.717 4.424
H -1.801 0.459 -4.168
H -2.916 1.457 -4.596
O -2.170 0.850 -4.944
H -2.823 -2.526 -2.438
H -3.154 -1.487 -1.436
O -2.410 -1.991 -1.788
H -0.083 -3.704 3.991
H -0.481 -2.218 3.922
O 0.145 -2.833 3.512
H -0.312 -0.473 -3.121
H -1.674 -0.394 -2.274
O -1.028 0.162 -2.721
H -3.180 -0.019 0.892
H -4.455 -0.910 0.514
O -3.785 -0.324 0.123
H 1.971 -4.026 -2.985
H 1.867 -2.677 -3.595
O 2.365 -3.481 -3.676
H 1.665 -0.972 -3.306
H 1.012 -0.878 -4.722
O 0.970 -1.212 -3.920
H 3.645 -0.834 -2.161
H 3.851 -1.820 -3.300
O 3.563 -0.888 -3.200
H 3.015 0.223 -0.246
H 1.987 -0.746 -0.157
O 2.957 -0.639 -0.535

Energy relative to the best compared isomer or geometry (same formula, charge and spin) ... 88.7 kcal per mole
SMILES string ... NCNCCCCS.O.O.O.O.O.O.O.O.O.O.O
HOMO energy ... -8.899 eV
Gap between HOMO and LUMO ... 8.352 eV

What are the natural (NBO) partial charges on each atom? They are as follows, in elementary charge units: -0.232, -0.647, -0.066, -0.898, -0.422, -0.413, -0.503, -0.036, 0.155, 0.227, 0.361, 0.229, 0.161, 0.368, 0.368, 0.220, 0.219, 0.218, 0.186, 0.209, 0.221, 0.113, 0.483, 0.482, -0.996, 0.480, 0.445, -0.915, 0.483, 0.457, -0.980, 0.479, 0.500, -0.962, 0.510, 0.476, -0.950, 0.501, 0.487, -1.016, 0.512, 0.474, -0.993, 0.459, 0.478, -0.961, 0.520, 0.489, -0.956, 0.506, 0.487, -1.000, 0.464, 0.509, -0.989


Record 6
DFT (ωB97M-V/def2-TZVPD) results for a cluster of 14 separate species, C5H36NO15 in total.

Atoms and positions in Å:
O -0.740 1.897 2.019
C -1.060 1.724 0.827
N -0.596 0.557 0.204
C -1.414 0.098 -0.838
C -0.729 0.422 -2.147
C 0.284 -0.546 -2.645
O 1.488 -0.695 -1.975
C -1.984 2.746 0.315
H 0.338 0.228 0.616
H -2.517 0.346 -0.927
H -1.418 -0.871 -0.669
H -1.325 0.932 -2.943
H -0.168 1.388 -1.774
H -0.078 -1.604 -2.560
H 0.508 -0.339 -3.768
H -1.998 2.712 -0.751
H -1.583 3.676 0.742
H -3.052 2.586 0.671
H -2.496 -3.339 1.502
H -1.177 -3.400 0.657
O -2.107 -3.660 0.699
H -0.024 3.034 -3.229
H 0.147 3.644 -1.796
O -0.251 3.803 -2.664
H 1.532 1.863 -0.099
H 1.761 3.335 0.183
O 1.319 2.849 -0.471
H 1.554 -0.023 -1.254
H 3.508 -2.137 -1.073
O 3.223 -2.073 -0.181
H -1.566 -2.965 -1.603
H -2.785 -3.792 -1.152
O -2.264 -3.620 -1.941
H 2.694 -1.112 -0.211
H 2.900 0.613 0.165
O 2.077 0.450 0.356
H 1.702 -0.518 1.619
H 2.593 -1.604 1.885
O 1.701 -1.409 2.094
H -3.034 -1.133 0.541
H -2.889 0.258 1.379
O -3.515 -0.504 1.173
H 2.198 0.594 -3.233
H 2.096 1.893 -2.368
O 2.250 1.549 -3.244
H -1.699 -1.918 3.707
H -2.541 -1.595 2.482
O -2.201 -2.287 3.057
H 1.028 -3.234 -0.478
H 1.012 -2.482 1.032
O 0.564 -3.184 0.412
H 2.035 2.263 2.716
H 2.464 1.504 1.453
O 2.653 2.243 2.018
H 0.218 0.806 3.391
H 0.845 -0.329 3.780
O 0.516 0.357 4.299

Energy relative to the best compared isomer or geometry (same formula, charge and spin) ... 103.7 kcal per mole
Net charge ... -1
HOMO energy ... -7.200 eV
Gap between HOMO and LUMO ... 9.865 eV

What are the natural (NBO) partial charges on each atom? They are as follows, in elementary charge units: -0.692, 0.694, -0.680, -0.258, -0.481, -0.069, -0.794, -0.725, 0.466, 0.233, 0.198, 0.234, 0.233, 0.167, 0.164, 0.231, 0.265, 0.238, 0.488, 0.511, -1.023, 0.475, 0.500, -0.980, 0.506, 0.490, -1.054, 0.505, 0.468, -1.009, 0.460, 0.497, -0.966, 0.499, 0.461, -1.170, 0.498, 0.490, -0.979, 0.491, 0.486, -0.961, 0.483, 0.484, -0.975, 0.479, 0.487, -0.974, 0.493, 0.516, -1.034, 0.476, 0.472, -0.992, 0.483, 0.468, -0.972


no.,largest force on an atom (eV/A)
1,4.61
2,1.91
3,3.25
4,1.55
5,7.30
6,7.80